1.
Below is an isolated ion of composition C2H5O5S and charge -1, with properties calculated with wB97M-V/def2-TZVPD.

Geometry (Å):
C (-1.0511, 0.5803, -1.2825)
O (-0.2592, -0.5766, -1.1243)
C (1.0081, -0.3056, -0.6174)
O (1.0439, 0.3292, 0.6455)
S (0.1482, -0.3545, 1.8576)
O (0.9891, -0.1374, 3.0111)
O (-1.0616, 0.4324, 1.8536)
O (-0.0027, -1.7161, 1.5039)
H (-0.9237, 1.3016, -0.4796)
H (-0.8841, 1.0649, -2.2535)
H (-2.0887, 0.2573, -1.2551)
H (1.5288, 0.3688, -1.3080)
H (1.5530, -1.2444, -0.5512)

Summary:
Max |F|   2.30 eV Å⁻¹
E_HOMO   -4.978 eV
SMILES   COCOS(=O)(=O)[O-]
2S+1   1
Net charge   -1
Lowest unoccupied orbital energy   3.8492 eV
Energy above the lowest of the compared OMol25 structures with the same formula, charge and spin   0.400 eV
Kohn-Sham gap   8.827 eV



2.
Below is Cl3Na as an isolated structure, with properties calculated with wB97M-V/def2-TZVPD.

Geometry (Å):
Na (0.0498, 0.0938, 0.1135)
Cl (-0.5546, 0.6705, 2.6200)
Cl (1.0710, 1.5132, -1.7381)
Cl (-0.5662, -2.2775, -0.9954)

Summary:
Max |F|   0.45 eV Å⁻¹
E_HOMO   -1.611 eV
2S+1   1
Net charge   -2
Lowest unoccupied orbital energy   4.7393 eV
Energy above the lowest of the compared OMol25 structures with the same formula, charge and spin   0.000 eV
Kohn-Sham gap   6.350 eV



3.
Below is a 7-piece molecular cluster, ClH12O6 overall, with properties calculated with wB97M-V/def2-TZVPD.

Geometry (Å):
Cl (24.5917, 16.1080, 16.0512)
O (27.7499, 14.8350, 16.4362)
H (27.0120, 15.1265, 15.9006)
H (27.6896, 13.8797, 16.4281)
O (25.9658, 17.9329, 18.3532)
H (26.0407, 18.8697, 18.1715)
H (25.5513, 17.5691, 17.5709)
O (27.0355, 16.0048, 13.6693)
H (26.1632, 16.1977, 14.0129)
H (26.9627, 15.1193, 13.3131)
O (24.3763, 14.2165, 13.2366)
H (23.7902, 14.8344, 12.7997)
H (24.4928, 14.5769, 14.1157)
O (21.4629, 16.1773, 15.1523)
H (21.5012, 15.2967, 15.5255)
H (22.3786, 16.4452, 15.0747)
O (22.1652, 14.1112, 16.9414)
H (23.0656, 14.3745, 16.7507)
H (21.7853, 14.8651, 17.3926)

Summary:
Max |F|   1.16 eV Å⁻¹
E_HOMO   -6.179 eV
2S+1   1
Net charge   -1
Lowest unoccupied orbital energy   3.7077 eV
Energy above the lowest of the compared OMol25 structures with the same formula, charge and spin   0.253 eV
Kohn-Sham gap   9.887 eV



4.
Below is an isolated ion of composition C5H4N and charge +1, with properties calculated with wB97M-V/def2-TZVPD.

Geometry (Å):
C (-0.0930, 1.0203, -0.2252)
C (1.0174, 0.3651, -0.0619)
C (-1.2800, -0.6359, 0.0799)
C (-1.4631, 0.8510, -0.1489)
C (1.7850, -0.6502, -0.1745)
N (-0.8695, -1.6958, 0.1820)
H (-1.8504, 1.0278, 0.9006)
H (-2.1174, 1.1930, -1.0111)
H (2.1842, -0.6737, -1.1333)
H (1.9869, -1.4287, 0.6434)

Summary:
Max |F|   6.54 eV Å⁻¹
E_HOMO   -16.255 eV
2S+1   1
Net charge   +1
Lowest unoccupied orbital energy   -8.1845 eV
Energy above the lowest of the compared OMol25 structures with the same formula, charge and spin   2.501 eV
Kohn-Sham gap   8.070 eV



5.
Below is a 2-piece molecular cluster, C3H4NO4 overall, with properties calculated with wB97M-V/def2-TZVPD.

Geometry (Å):
C (2.4591, -0.0217, 0.3940)
C (-0.8442, 0.2314, -0.7728)
C (-1.6299, 0.9147, 0.3542)
N (1.3659, 0.1242, 0.5704)
O (-0.2681, 0.8633, -1.6312)
O (-1.5788, 2.1121, 0.5212)
O (-0.5138, -1.8566, -1.8144)
O (-1.0882, -1.1151, -0.8007)
H (3.4652, -0.4169, 0.1917)
H (-2.3244, 0.3300, 0.9479)
H (-1.1591, 2.8765, 0.0953)
H (-1.1124, -2.6404, -2.0431)

Summary:
Max |F|   4.81 eV Å⁻¹
E_HOMO (spin up / spin down)   -15.179 / -15.179 eV
2S+1   1
Net charge   +1
Lowest unoccupied orbital energy (spin up / spin down)   -7.0250 / -7.0249 eV
Energy above the lowest of the compared OMol25 structures with the same formula, charge and spin   0.000 eV
Kohn-Sham gap (spin up / spin down)   8.154 / 8.155 eV



6.
Below is C2H4NO2 as an isolated structure, with properties calculated with wB97M-V/def2-TZVPD.

Geometry (Å):
C (-0.6462, 0.1929, -0.3658)
C (0.4695, 0.4737, 0.6798)
N (0.3156, -0.7545, -1.0571)
O (-0.1307, -1.9293, -1.1132)
O (1.3733, -0.4598, 0.3192)
H (-1.5631, -0.4876, -0.1026)
H (-0.9026, 1.0605, -0.9115)
H (0.9663, 1.5459, 0.7764)
H (0.1180, 0.3582, 1.7750)

Summary:
Max |F|   3.33 eV Å⁻¹
E_HOMO   -2.053 eV
2S+1   1
Net charge   -1
Lowest unoccupied orbital energy   4.7932 eV
Energy above the lowest of the compared OMol25 structures with the same formula, charge and spin   5.547 eV
Kohn-Sham gap   6.846 eV



7.
Below is a 2-piece molecular cluster, C2H5NO4 overall, with properties calculated with wB97M-V/def2-TZVPD.

Geometry (Å):
O (1.7388, -0.9737, -1.1394)
C (0.8740, -0.2034, -1.4847)
N (0.4316, 0.8601, -0.7466)
C (0.7295, 1.0682, 0.6380)
O (1.7864, 0.4086, 1.0849)
O (0.0852, 1.8579, 1.2581)
H (0.3342, -0.2608, -2.4393)
H (-0.3946, 1.3525, -1.0534)
H (2.0406, -0.2797, 0.4247)
H (-3.2384, -1.0301, 0.8746)
H (-1.8189, -1.1299, 1.4498)
O (-2.5682, -1.6698, 1.1332)

Summary:
Max |F|   0.85 eV Å⁻¹
E_HOMO   -11.370 eV
SMILES   O=CNC(=O)O.O
2S+1   1
Net charge   0
Lowest unoccupied orbital energy   0.3244 eV
Energy above the lowest of the compared OMol25 structures with the same formula, charge and spin   0.827 eV
Kohn-Sham gap   11.695 eV



8.
Below is a 9-piece molecular cluster, C4H29N3O8 overall, with properties calculated with wB97M-V/def2-TZVPD.

Geometry (Å):
C (-2.5360, 0.3461, 0.9192)
N (-1.8454, 1.4272, 1.7540)
C (-2.1062, -1.0241, 1.2062)
C (-3.2138, -1.9936, 0.6950)
N (-0.6999, -1.1279, 0.6232)
C (-0.4293, -2.2146, -0.4187)
N (0.8839, -2.1853, -1.1282)
H (-3.6221, 0.6210, 0.9155)
H (-2.3779, 0.5169, -0.1314)
H (-0.9908, 0.9745, 2.0673)
H (-2.5077, 1.5700, 2.5013)
H (-1.8850, -1.3963, 2.2007)
H (-4.1306, -1.6184, 0.3225)
H (-2.7104, -2.5210, -0.0873)
H (-3.4269, -2.7029, 1.5085)
H (-0.4178, -0.2386, 0.1854)
H (-1.2252, -2.2213, -1.1876)
H (-0.5874, -3.0840, 0.2557)
H (1.5350, -1.9645, -0.3715)
H (0.8683, -1.3358, -1.7169)
H (1.3031, -0.2400, 3.1163)
H (0.7918, -1.3383, 2.1415)
O (0.8566, -1.0900, 3.0719)
H (2.6688, -0.3383, 1.4265)
H (2.6842, 0.7416, 0.3521)
O (2.2013, 0.4506, 1.1338)
H (3.1160, 0.5637, -2.1941)
H (3.0622, 1.6178, -1.0406)
O (3.4463, 0.7201, -1.3050)
H (4.7621, -1.0542, -0.0478)
H (3.3306, -0.8620, -0.5165)
O (3.8539, -1.2789, 0.1844)
H (0.4286, -0.1877, -3.8787)
H (0.0411, 0.6320, -2.4927)
O (0.5544, -0.0373, -2.9426)
H (-0.9332, 2.3333, 0.5881)
H (-0.1736, 3.8453, 0.4683)
O (-0.3779, 3.0018, 0.0606)
H (2.7315, 2.7318, 0.4963)
H (1.2681, 2.6391, -0.0807)
O (2.2150, 2.8172, -0.3129)
H (-1.6487, 0.8754, -2.6537)
H (-2.4675, 2.0744, -3.2402)
O (-2.2898, 1.5551, -2.4474)

Summary:
Max |F|   3.36 eV Å⁻¹
E_HOMO   -8.863 eV
SMILES   C[C@H](CN)NCN.O.O.O.O.O.O.O.O
2S+1   1
Net charge   0
Lowest unoccupied orbital energy   -0.0241 eV
Energy above the lowest of the compared OMol25 structures with the same formula, charge and spin   2.158 eV
Kohn-Sham gap   8.839 eV



Number 1: energy -23229.213 eV. Number 2: energy -41989.087 eV. Number 3: energy -25006.084 eV. Number 4: energy -6725.839 eV. Number 5: energy -12842.595 eV. Number 6: energy -7720.065 eV. Number 7: energy -11835.965 eV. Number 8: energy -25467.331 eV.